C5H10O in the gas phase, computed with wB97M-V/def2-TZVPD.

Positions of all 16 atoms, in Å:
C -2.1075 -0.4903 0.4483
C -0.8863 -1.0358 -0.3001
C -0.0758 0.0233 -1.0000
C 1.0125 0.6322 -0.5267
C 1.6483 0.4214 0.8170
O 1.6264 1.5823 -1.3089
H -2.7165 -1.3053 0.8566
H -1.7994 0.1536 1.2797
H -2.7424 0.1078 -0.2146
H -0.2601 -1.6044 0.3985
H -0.4097 0.3363 -1.9881
H -1.2247 -1.7616 -1.0503
H 1.7121 1.3773 1.3524
H 2.6681 0.0263 0.7165
H 1.0769 -0.2713 1.4375
H 2.4783 1.8082 -0.9178

The energy above the lowest of the compared OMol25 structures with the same formula, charge and spin comes out at 14.54 kcal per mole. As for the spin multiplicity: 1. For the orbital gap, the calculation gives 9.31 eV. The largest force on an atom comes out at 0.42 eV/A.

Atom charges from the Mulliken analysis, given in e for atoms 1 to 5: C -0.99; C -0.59; C -0.40; C 0.66; C -1.32

C5H10O in the gas phase, computed with wB97M-V/def2-TZVPD.

Positions of all 16 atoms, in Å:
C 2.3456 0.0147 -0.1425
C 1.0932 -0.4929 -0.8583
C -0.1276 -0.3803 -0.0128
O 0.0015 -1.1308 1.1244
C -2.3472 0.6702 0.5136
C -1.1703 0.3748 -0.3461
H 3.2209 -0.1101 -0.7857
H 2.5158 -0.5388 0.7855
H 2.2526 1.0777 0.1097
H 1.2108 -1.5484 -1.1218
H 0.9190 0.0724 -1.7787
H -0.8215 -1.1393 1.6287
H -2.4049 0.0574 1.4194
H -2.2762 1.7165 0.8448
H -3.2483 0.4709 -0.0730
H -1.1634 0.8861 -1.3072

The energy above the lowest of the compared OMol25 structures with the same formula, charge and spin comes out at 13.57 kcal per mole. As for the spin multiplicity: 1. For the orbital gap, the calculation gives 9.34 eV. The largest force on an atom comes out at 0.52 eV/A.

Atom charges from the Mulliken analysis, given in e for atoms 1 to 5: C -1.10; C -0.46; C 0.45; O -0.51; C -1.17

C5H10O in the gas phase, computed with wB97M-V/def2-TZVPD.

Positions of all 16 atoms, in Å:
C 1.4489 -0.9590 -0.0593
C 0.3708 -0.1468 0.6443
C 0.2760 1.3490 0.2474
C -1.1280 1.1074 -0.3564
C -1.0924 -0.3491 0.1383
O -1.3058 -1.2609 -0.9158
H 1.3638 -2.0306 0.1690
H 1.4049 -0.8369 -1.1478
H 2.4431 -0.6430 0.2763
H 0.4623 -0.2994 1.7266
H 0.2871 2.0329 1.1002
H 1.0385 1.6774 -0.4673
H -1.9407 1.7305 0.0288
H -1.1421 1.1294 -1.4491
H -1.7900 -0.5598 0.9622
H -0.6786 -1.9844 -0.8366

The energy above the lowest of the compared OMol25 structures with the same formula, charge and spin comes out at 22.64 kcal per mole. As for the spin multiplicity: 1. For the orbital gap, the calculation gives 10.77 eV. The largest force on an atom comes out at 0.32 eV/A.

Atom charges from the Mulliken analysis, given in e for atoms 1 to 5: C -1.75; C 0.39; C -0.59; C -0.76; C 0.11

C5H10O in the gas phase, computed with wB97M-V/def2-TZVPD.

Positions of all 16 atoms, in Å:
C -0.7930 0.2485 -1.1885
C -0.2252 0.5189 0.2064
C -1.2996 0.3561 1.2796
C 0.9877 -0.3981 0.4742
C 2.1890 0.1569 -0.2479
O 2.5734 -0.6252 -1.2225
H -1.6169 0.9314 -1.4225
H -0.0288 0.3675 -1.9657
H -1.1828 -0.7767 -1.2486
H -0.9008 0.5834 2.2744
H -1.6909 -0.6690 1.2958
H -2.1405 1.0333 1.0910
H 1.2201 -0.3911 1.5469
H 0.7314 -1.4421 0.1892
H 0.1446 1.5517 0.2388
H 2.0323 -1.4453 -1.3007

The energy above the lowest of the compared OMol25 structures with the same formula, charge and spin comes out at 60.13 kcal per mole. As for the spin multiplicity: 1. For the orbital gap, the calculation gives 9.46 eV. The largest force on an atom comes out at 0.43 eV/A.

Atom charges from the Mulliken analysis, given in e for atoms 1 to 5: C -1.41; C 0.69; C -1.49; C -0.59; C -0.45

C5H10O in the gas phase in a non-equilibrium geometry, computed with wB97M-V/def2-TZVPD.

Positions of all 16 atoms, in Å:
C -0.5685 -0.4673 -2.0252
C 0.1663 0.4757 -1.1570
C -0.3625 0.4617 0.2880
C 0.1779 -0.7365 1.1826
C 0.6289 0.4636 2.0931
H -0.4244 -1.5411 -1.7676
H -0.3959 -0.3025 -3.0873
H -1.6073 -0.2896 -1.9671
H 0.1847 1.4839 -1.5291
H 1.2420 0.2142 -1.0862
H -1.4421 0.5601 0.2429
H -0.5520 -1.4855 1.5550
H 0.9689 -1.2601 0.7434
H 1.6747 0.5282 2.4807
H -0.0819 0.4681 2.9535
O 0.3913 1.4272 1.0802

The energy above the lowest of the compared OMol25 structures with the same formula, charge and spin comes out at 36.00 kcal per mole. As for the spin multiplicity: 1. For the orbital gap, the calculation gives 10.77 eV. The largest force on an atom comes out at 2.39 eV/A.

Atom charges from the Mulliken analysis, given in e for atoms 1 to 5: C -1.20; C -0.51; C 0.22; C -0.75; C -0.34

C5H10O in the gas phase, computed with wB97M-V/def2-TZVPD.

Positions of all 16 atoms, in Å:
C 1.7021 0.9415 -0.2937
C 0.4255 1.7388 -0.0292
C -0.6283 0.9062 0.7182
C -1.0485 -0.2185 -0.1937
C -1.1035 -2.5364 -0.2996
O -0.8721 -1.3409 0.4551
H 1.4875 0.0615 -0.9125
H 2.1494 0.5881 0.6432
H 2.4489 1.5458 -0.8195
H -0.0054 2.0648 -0.9832
H 0.6587 2.6408 0.5483
H -1.5176 1.5278 0.8943
H -0.2458 0.5598 1.6909
H -1.3513 -2.2609 -1.3265
H -1.9174 -3.0963 0.1667
H -0.1824 -3.1221 -0.2588

The energy above the lowest of the compared OMol25 structures with the same formula, charge and spin comes out at 66.09 kcal per mole. As for the spin multiplicity: 1. For the orbital gap, the calculation gives 9.46 eV. The largest force on an atom comes out at 0.57 eV/A.

Atom charges from the Mulliken analysis, given in e for atoms 1 to 5: C -1.08; C -0.45; C -0.11; C -0.59; C -0.56